121
Properties=species:S:1:pos:R:3:forces:R:3:lowdin_charge:R:1 method="wB97M-V/def2-TZVPD" total_energy_ha=-2960.69163 lumo_ev=-1.95 homo_lumo_gap_ev=8.1 charge=+1
Sc -0.33181 0.14034 0.12949 0.298 0.423 -0.475 1.11
C -4.52421 3.29834 1.44749 0.082 -0.048 0.134 -0.01
C -3.65621 2.67444 0.41729 -0.037 0.019 -0.409 -0.24
C -3.80421 2.73684 -0.95371 0.145 -0.101 0.247 0.04
C -2.74991 1.99114 -1.48231 0.014 -0.006 0.097 -0.22
N -1.99771 1.50364 -0.48651 -0.328 0.273 -0.599 0.03
N -2.56421 1.93444 0.67919 -0.331 0.293 0.233 0.03
B -2.03841 1.56344 2.08659 0.068 -0.007 -0.311 -0.52
N -2.14641 0.03394 2.22449 -0.031 -0.083 0.275 0.03
N -2.16451 -0.71136 1.08449 -0.323 -0.511 -0.062 0.03
C -2.75941 -1.86636 1.37729 0.099 0.196 -0.130 -0.22
C -3.09411 -1.89156 2.73569 0.120 0.348 -0.063 0.06
C -2.70111 -0.66856 3.23679 0.046 -0.337 0.024 -0.25
C -2.82051 -0.15786 4.62519 -0.017 0.132 -0.076 0.00
C -3.05991 -2.92766 0.36009 0.121 -0.072 -0.190 -0.53
C -2.57661 -2.49736 -1.03031 0.081 0.088 0.297 -0.04
C -2.37491 -4.21756 0.81939 0.038 0.201 -0.072 -0.02
C -4.57741 -3.15216 0.30999 0.171 0.124 0.027 -0.03
N -0.59241 2.10074 2.20629 0.143 0.287 0.554 0.02
N 0.20609 2.18804 1.09569 0.214 -0.051 -0.149 0.06
C 1.05649 3.20344 1.31099 -0.117 -0.126 0.085 -0.24
C 0.85039 3.72394 2.59249 -0.150 -0.234 -0.117 0.04
C -0.19901 3.00964 3.12639 0.267 0.020 -0.219 -0.26
C -0.82561 3.19494 4.45819 -0.220 -0.021 -0.046 0.00
C 1.88669 3.85824 0.24149 0.196 -0.020 -0.279 -0.53
C 2.98429 4.73384 0.85529 -0.160 -0.192 -0.070 -0.04
C 0.89889 4.75054 -0.53301 0.110 -0.071 0.068 -0.02
C 2.51949 2.85084 -0.71661 -0.349 0.087 0.163 -0.04
C -2.51611 1.78454 -2.95681 0.121 -0.181 -0.159 -0.53
C -1.30711 0.88694 -3.21861 -0.218 0.301 0.246 -0.06
C -3.76191 1.12424 -3.56511 0.138 0.072 0.105 -0.03
C -2.27591 3.15314 -3.61131 0.005 -0.180 0.089 -0.02
H -5.32841 3.84314 0.96069 -0.016 0.018 -0.002 0.09
H -3.95201 3.99064 2.06169 -0.040 0.065 0.097 0.09
H -4.95841 2.54154 2.09779 -0.054 0.006 0.086 0.09
H -4.57761 3.25244 -1.48671 -0.122 0.094 -0.096 0.12
H -2.69681 2.07964 2.91839 -0.144 0.112 0.197 0.12
H -3.55771 -2.68796 3.28109 -0.144 -0.132 0.110 0.12
H -3.29521 -0.90476 5.25259 -0.040 -0.054 0.048 0.09
H -3.41731 0.75094 4.65179 -0.049 0.108 0.075 0.08
H -1.84011 0.06654 5.03929 0.094 0.025 0.074 0.07
H -1.51331 -2.22766 -1.00481 -0.103 -0.133 -0.092 0.05
H -3.15121 -1.63426 -1.36891 0.001 0.072 -0.068 0.08
H -2.71761 -3.30806 -1.74321 0.032 -0.044 -0.058 0.10
H -1.31771 -4.03606 0.99179 0.131 -0.054 0.009 0.07
H -2.48781 -5.00176 0.07619 -0.009 -0.125 -0.112 0.09
H -2.81581 -4.56246 1.75079 -0.025 -0.089 0.121 0.09
H -5.08671 -2.25156 -0.02611 -0.097 0.085 -0.035 0.09
H -4.96151 -3.41466 1.29199 -0.073 -0.059 0.090 0.08
H -4.81031 -3.96196 -0.37751 -0.032 -0.089 -0.086 0.09
H 1.36959 4.53054 3.06769 0.128 0.143 0.066 0.12
H -0.16181 3.77154 5.09649 0.038 -0.009 0.030 0.09
H -1.04151 2.24214 4.93249 -0.015 -0.054 0.096 0.07
H -1.76231 3.74214 4.36419 -0.105 0.021 0.059 0.09
H 2.55809 5.57004 1.39979 -0.019 0.148 0.118 0.08
H 3.61439 5.13844 0.06519 0.023 0.033 -0.057 0.09
H 3.61309 4.15794 1.53149 0.080 -0.043 0.070 0.09
H 0.38929 5.42554 0.15139 -0.067 0.085 0.026 0.09
H 0.14739 4.13884 -1.02951 -0.095 -0.035 -0.077 0.07
H 1.42439 5.34844 -1.27421 0.075 0.035 -0.123 0.09
H 3.30329 2.28884 -0.21621 0.124 -0.168 0.032 0.08
H 2.95869 3.37674 -1.56181 0.053 0.051 -0.094 0.09
H 1.75969 2.16204 -1.08371 0.151 0.030 -0.087 0.06
H -1.43661 -0.07096 -2.70151 0.075 -0.028 -0.086 0.07
H -0.39731 1.37634 -2.87011 0.049 -0.103 -0.008 0.08
H -1.21721 0.70634 -4.28961 0.008 -0.060 -0.081 0.10
H -3.94051 0.15494 -3.10341 -0.063 -0.104 0.035 0.08
H -3.62811 0.97584 -4.63441 0.036 0.001 -0.121 0.09
H -4.64371 1.74014 -3.41791 -0.129 0.054 0.021 0.08
H -1.40581 3.63904 -3.17381 0.087 0.072 0.039 0.08
H -3.13301 3.80614 -3.47651 -0.097 0.088 0.013 0.09
H -2.10291 3.03544 -4.67851 0.009 -0.025 -0.140 0.09
C 0.58649 -5.64756 -0.29481 -0.078 0.237 0.004 -0.07
C 0.99529 -4.20096 -0.59211 0.028 -0.043 -0.017 -0.37
C 1.85629 -4.18996 -1.85711 -0.219 0.120 0.150 -0.04
C 1.72759 -3.55506 0.56539 -0.383 0.441 -0.104 -0.13
C 2.76269 -4.24776 1.17249 0.066 0.071 0.080 -0.04
C 3.45819 -3.72886 2.24819 0.047 0.010 0.021 -0.07
C 3.10649 -2.48456 2.73809 -0.020 -0.110 -0.073 -0.04
C 2.08569 -1.75166 2.15769 -0.506 0.238 -0.369 -0.13
C 1.72189 -0.39696 2.72149 -0.050 0.013 -0.131 -0.37
C 1.32199 -0.47616 4.19599 -0.198 0.024 -0.340 -0.03
C 2.86479 0.60114 2.52699 -0.312 -0.043 -0.070 -0.03
C 1.38389 -2.26316 1.03889 1.097 -1.046 0.606 -0.23
O 0.41829 -1.54926 0.46789 -0.173 -0.340 0.150 -0.20
H -0.14531 -5.97756 -1.02911 -0.054 -0.106 -0.079 0.08
H 0.15009 -5.75106 0.69449 -0.037 -0.038 0.095 0.08
H 1.44459 -6.31086 -0.36051 0.099 -0.122 0.022 0.08
H 0.09539 -3.61196 -0.78771 0.063 -0.045 0.008 0.10
H 2.80439 -4.69216 -1.67671 0.113 -0.044 -0.002 0.09
H 2.05219 -3.16786 -2.16461 0.102 0.093 -0.111 0.04
H 1.34139 -4.70476 -2.66501 -0.024 -0.049 -0.176 0.09
H 3.02649 -5.22396 0.79299 0.028 -0.121 -0.012 0.11
H 4.25739 -4.29226 2.70439 0.076 -0.045 0.046 0.10
H 3.63319 -2.07406 3.58799 0.056 0.026 0.084 0.11
H 0.83729 -0.03066 2.15119 0.473 -0.115 0.572 0.08
H 2.17079 -0.76916 4.80739 0.095 -0.050 0.091 0.08
H 0.52889 -1.20836 4.33349 -0.079 -0.062 0.086 0.09
H 0.97359 0.49554 4.54209 -0.034 0.110 0.078 0.07
H 3.76709 0.24814 3.02129 0.093 -0.068 0.016 0.09
H 2.59819 1.56794 2.94819 0.025 0.122 -0.015 0.07
H 3.07279 0.72074 1.46409 0.129 0.088 -0.052 0.07
O 1.06459 0.05174 -1.46211 -0.312 0.320 0.196 -0.10
C 1.89609 -0.46876 -2.23501 0.180 -0.267 -0.238 -0.41
C 3.34969 -0.58646 -1.87051 0.001 0.293 0.185 -0.07
C 4.24649 0.32954 -2.71761 0.137 -0.180 -0.121 -0.17
C 4.56299 -0.22076 -4.10701 -0.196 0.340 -0.003 -0.20
C 3.33409 -0.37686 -4.99671 0.192 -0.232 0.082 -0.17
C 2.35859 -1.42916 -4.47341 0.395 0.085 -0.316 -0.15
N 1.50539 -0.91166 -3.42371 -0.519 0.088 0.275 0.12
H 3.67889 -1.62046 -1.98481 -0.071 -0.103 0.025 0.13
H 3.43729 -0.32556 -0.81521 -0.083 -0.067 -0.032 0.12
H 5.18739 0.46664 -2.18321 -0.057 0.051 0.065 0.12
H 3.77779 1.30894 -2.81161 0.016 0.142 0.044 0.11
H 5.06169 -1.18556 -4.01071 0.107 -0.092 -0.008 0.12
H 5.25949 0.46324 -4.59531 0.073 -0.075 0.014 0.12
H 3.65639 -0.67346 -5.99341 -0.008 0.000 -0.095 0.12
H 2.81709 0.57924 -5.08351 -0.079 0.065 -0.113 0.12
H 2.91489 -2.29546 -4.10541 -0.090 -0.070 -0.047 0.12
H 1.70659 -1.76546 -5.27811 -0.033 -0.050 0.104 0.13
H 0.52199 -0.80556 -3.63611 0.070 0.048 0.121 0.13